Entry 1:
49
Properties=species:S:1:pos:R:3:mulliken_spin:R:1 method="wB97M-V/def2-TZVPD" s2=0.7701 homo_energy_ha="-0.294 / -0.292" gap_ev="7.48 / 5.42" spin_multiplicity=2 e_lumo_ev="-0.526 / -2.530"
Cu 0.06 0.31 -0.16 0.03
I -1.57 -1.94 1.27 0.01
C -1.53 -3.86 0.37 0.00
C -2.44 -4.70 0.94 0.00
C -2.55 -6.04 0.53 0.00
C -1.72 -6.49 -0.45 0.00
C -0.78 -5.64 -1.07 0.00
C 0.05 -6.20 -2.07 0.00
C 0.98 -5.44 -2.70 0.00
C 1.10 -4.09 -2.35 0.00
C 0.33 -3.48 -1.39 0.00
P 0.77 -1.66 -1.27 0.01
C 0.53 -1.18 -3.03 -0.01
C -0.76 -0.76 -3.35 0.01
C -1.07 -0.36 -4.64 0.00
C -0.08 -0.33 -5.61 0.00
C 1.21 -0.73 -5.29 0.00
C 1.52 -1.15 -4.01 0.00
C 2.56 -1.78 -0.98 -0.03
C 3.08 -2.79 -0.17 0.00
C 4.42 -2.79 0.18 0.00
C 5.26 -1.79 -0.28 0.00
C 4.76 -0.77 -1.08 -0.01
C 3.41 -0.75 -1.41 0.02
C -0.65 -4.26 -0.68 0.00
H -3.09 -4.34 1.72 0.00
H -3.28 -6.69 1.00 0.00
H -1.77 -7.52 -0.78 0.00
H -0.08 -7.24 -2.31 0.00
H 1.62 -5.85 -3.47 0.00
H 1.85 -3.50 -2.87 0.00
H -1.53 -0.76 -2.59 0.00
H -2.07 -0.04 -4.88 0.00
H -0.31 0.00 -6.61 0.00
H 1.99 -0.72 -6.05 0.00
H 2.53 -1.45 -3.77 0.00
H 2.43 -3.58 0.18 0.00
H 4.81 -3.58 0.81 0.00
H 6.31 -1.80 -0.02 0.00
H 5.40 0.02 -1.43 0.00
H 3.01 0.06 -1.99 0.02
S 0.93 1.94 -1.43 0.35
C 0.77 3.26 -0.39 0.08
C 1.40 4.47 -0.81 0.00
N 1.92 5.44 -1.15 0.04
C 0.06 3.25 0.83 0.08
S -0.64 1.87 1.52 0.36
C -0.10 4.48 1.54 -0.01
N -0.25 5.47 2.11 0.04

Entry 2:
64
Properties=species:S:1:pos:R:3:mulliken_spin:R:1 method="wB97M-V/def2-TZVPD" s2=0.9949 total_charge=+2 homo_energy_ha="-0.521 / -0.521" gap_ev="5.67 / 7.25" spin_multiplicity=2 e_lumo_ev="-8.507 / -6.932"
Mn 0.59 0.37 0.64 1.45
S -0.36 1.24 -1.33 -0.17
C -1.98 1.73 -0.77 0.01
C -2.83 2.25 -1.73 0.00
C -4.10 2.68 -1.35 0.00
C -4.50 2.58 -0.03 0.00
C -3.65 2.03 0.93 -0.01
C -2.38 1.61 0.56 0.00
S -1.36 0.84 1.81 0.00
C -0.72 2.28 2.76 0.00
C 0.74 2.11 3.05 0.01
C 1.31 2.63 4.19 0.00
C 2.67 2.50 4.39 0.00
C 3.43 1.82 3.45 0.00
C 2.80 1.28 2.34 0.00
C 3.57 0.41 1.39 0.00
S 2.77 0.22 -0.23 0.01
C 3.12 1.81 -0.94 -0.01
C 4.35 2.00 -1.55 0.00
C 4.68 3.24 -2.08 0.00
C 3.77 4.29 -2.03 0.00
C 2.52 4.10 -1.45 0.00
C 2.20 2.86 -0.91 0.01
S 0.60 2.73 -0.18 -0.24
N 1.49 1.45 2.14 -0.07
H -2.51 2.31 -2.76 0.00
H -4.77 3.08 -2.10 0.00
H -5.49 2.91 0.26 0.00
H -3.99 1.92 1.95 0.00
H -1.29 2.36 3.68 0.00
H -0.90 3.17 2.16 0.00
H 0.68 3.14 4.91 0.00
H 3.14 2.92 5.27 0.00
H 4.49 1.68 3.59 0.00
H 3.64 -0.60 1.80 0.00
H 4.58 0.79 1.22 0.00
H 5.05 1.18 -1.60 0.00
H 5.65 3.38 -2.54 0.00
H 4.02 5.25 -2.46 0.00
H 1.81 4.91 -1.42 0.00
C -3.46 -6.69 -2.11 0.00
C -2.70 -5.40 -2.01 0.00
C -3.34 -4.22 -1.59 0.00
C -2.64 -3.03 -1.49 0.00
C -1.28 -3.04 -1.81 0.00
C -0.62 -4.19 -2.24 0.00
C -1.35 -5.36 -2.33 0.00
S -0.37 -1.58 -1.66 0.01
O 0.89 -1.67 -2.34 0.01
O -1.26 -0.47 -2.10 -0.02
N -0.17 -1.29 -0.06 0.04
C -0.08 -2.49 0.78 0.00
C 0.80 -2.18 1.95 0.00
O 1.16 -2.98 2.75 -0.01
O 1.15 -0.89 1.96 -0.04
H -4.52 -6.56 -1.86 0.00
H -3.04 -7.43 -1.42 0.00
H -3.39 -7.10 -3.11 0.00
H -4.39 -4.24 -1.36 0.00
H -3.13 -2.12 -1.18 0.00
H 0.43 -4.15 -2.50 0.00
H -0.85 -6.26 -2.67 0.00
H 0.36 -3.35 0.26 0.00
H -1.05 -2.79 1.16 0.00

Sequential ΔE to the lowest compared entry with this formula, charge and spin output: 61.8, 9.6 kJ/mol
Sequential max |F| output: 0.91, 0.53 eV/A
Sequential calculated total energy output: -4185.78475, -4633.25640 Eh